# 1
# C25H22Cl2IrO8P2S9

A molecular structure, C25H22Cl2IrO8P2S9 in a non-equilibrium geometry (ωB97M-V/def2-TZVPD, OMol25).

Values from the calculation:
ΔE to the lowest compared entry with this formula, charge and spin: 3.879 eV
2S+1: 2
Expectation value of S²: 0.895

CARTESIAN COORDINATES (ANGSTROEM)
Ir: 0.524 0.343 -0.873
Cl: 2.954 0.433 0.015
C: 2.801 -0.168 1.626
C: 3.884 -0.820 2.190
C: 3.839 -1.236 3.511
C: 2.718 -0.974 4.281
C: 1.632 -0.339 3.709
Cl: 0.259 0.007 4.669
C: 1.621 0.041 2.357
S: 0.161 0.719 1.690
H: 4.756 -0.991 1.584
H: 4.680 -1.752 3.939
H: 2.676 -1.259 5.320
C: -1.654 1.677 -4.375
C: -0.607 2.543 -3.699
O: -0.379 3.775 -4.348
P: -1.149 2.960 -1.994
O: -2.545 3.690 -2.097
O: -0.206 4.100 -1.446
O: -1.296 1.766 -1.121
P: 0.958 1.626 -3.351
O: 1.853 2.085 -4.616
O: 0.785 0.141 -3.335
O: 1.519 2.217 -2.079
H: -2.541 2.263 -4.620
H: -1.930 0.882 -3.684
H: -1.257 1.232 -5.286
H: 0.467 3.724 -4.817
H: -2.476 4.481 -2.636
H: 0.710 3.773 -1.413
H: 2.379 1.352 -4.932
C: -2.823 2.645 1.444
S: -2.531 4.431 1.320
C: -1.459 4.663 2.692
C: -0.180 4.199 2.818
S: 0.738 3.344 1.680
S: 0.629 4.645 4.331
C: -0.670 5.584 5.007
S: -0.587 6.317 6.471
S: -2.086 5.634 3.997
H: -3.650 2.437 0.775
H: -3.082 2.400 2.469
H: -1.940 2.107 1.120
O: 0.957 -1.681 -0.295
C: 0.168 -2.801 -0.227
C: -1.237 -2.536 -0.712
C: -1.577 -1.693 -1.730
C: -2.963 -1.711 -2.008
C: -3.637 -2.589 -1.224
S: -2.603 -3.395 -0.107
C: 0.692 -3.880 -1.152
C: 1.421 -3.695 -2.288
C: 1.689 -4.906 -2.963
C: 1.149 -5.985 -2.338
S: 0.302 -5.546 -0.907
C: 0.224 -3.198 1.233
C: -0.530 -2.722 2.266
C: -0.070 -3.163 3.524
C: 1.058 -3.915 3.433
S: 1.575 -4.110 1.808
H: -0.850 -1.146 -2.308
H: -3.433 -1.109 -2.765
H: -4.685 -2.812 -1.218
H: 1.731 -2.723 -2.625
H: 2.269 -4.976 -3.866
H: 1.186 -7.015 -2.633
H: -1.392 -2.092 2.136
H: -0.556 -2.922 4.450
H: 1.619 -4.375 4.222

***

# 2
# C7H13NS

A single C7H13NS molecule in a non-equilibrium geometry (ωB97M-V/def2-TZVPD, OMol25).

Values from the calculation:
SMILES: C=CC(=C)N(S)CCC
ΔE to the lowest compared entry with this formula, charge and spin: 3.585 eV

CARTESIAN COORDINATES (ANGSTROEM)
C: 1.415 1.513 -3.022
C: 1.690 0.929 -1.828
C: 0.922 -0.218 -1.482
C: -0.033 -0.877 -2.134
N: 1.400 -0.711 0.057
S: 1.737 -2.362 0.189
C: 0.556 -0.099 1.080
C: -0.854 -0.786 1.311
C: -1.514 -0.039 2.561
H: 1.960 2.273 -3.578
H: 0.510 1.145 -3.539
H: 2.533 1.241 -1.120
H: -0.416 -1.735 -1.654
H: -0.416 -0.615 -3.115
H: 0.438 -2.945 0.295
H: 0.357 0.871 0.634
H: 1.121 -0.223 1.998
H: -1.533 -0.876 0.512
H: -0.685 -1.894 1.503
H: -0.888 -0.048 3.552
H: -1.796 0.891 2.248
H: -2.440 -0.595 2.758

***

# 3
# H20O10

10 unconnected molecules or ions with the total composition H20O10 in a non-equilibrium geometry (ωB97M-V/def2-TZVPD, OMol25).

Values from the calculation:
SMILES: O.O.O.O.O.O.O.O.O.O
ΔE to the lowest compared entry with this formula, charge and spin: 6.076 eV

CARTESIAN COORDINATES (ANGSTROEM)
O: 1.372 0.433 -0.405
H: 0.824 0.647 -1.081
H: 1.000 -0.272 0.180
O: -2.885 -2.319 1.654
H: -2.648 -1.852 2.383
H: -2.899 -1.614 0.977
O: 0.399 2.325 0.069
H: 0.542 2.546 -0.902
H: -0.179 2.976 0.425
O: 1.805 1.710 2.782
H: 2.251 1.003 2.325
H: 2.446 2.037 3.385
O: -2.757 1.365 -0.644
H: -2.663 2.271 -0.338
H: -3.671 1.131 -0.374
O: 3.233 -1.591 2.043
H: 2.535 -1.704 1.396
H: 2.899 -2.198 2.812
O: 1.603 -0.337 -2.827
H: 1.132 0.343 -3.223
H: 1.016 -0.715 -2.162
O: -1.798 2.030 -4.299
H: -1.973 2.887 -4.027
H: -0.827 1.935 -4.275
O: 0.910 -3.265 4.049
H: 1.598 -3.023 3.488
H: 0.520 -4.060 3.578
O: -1.193 -0.740 -2.670
H: -2.008 -0.646 -2.180
H: -0.583 -1.301 -2.137

***

# 4
# C15H17FN2O4

A single C15H17FN2O4 molecule (ωB97M-V/def2-TZVPD, OMol25).

Values from the calculation:
SMILES: COCCOC(=O)C1=C(C)NC(=O)N[C@H]1c1cccc(F)c1
ΔE to the lowest compared entry with this formula, charge and spin: 0.000 eV

CARTESIAN COORDINATES (ANGSTROEM)
C: 1.033 -3.105 -0.502
O: 0.192 -2.837 0.599
C: -1.103 -3.362 0.503
C: -2.008 -2.632 -0.507
O: -2.059 -1.249 -0.190
C: -1.235 -0.444 -0.890
O: -0.642 -0.816 -1.882
C: -1.127 0.912 -0.366
C: -1.814 1.437 0.675
C: -2.828 0.711 1.496
N: -1.594 2.743 1.030
C: -0.894 3.669 0.261
O: -0.895 4.843 0.552
N: -0.285 3.151 -0.825
C: -0.059 1.740 -1.059
C: 1.299 1.279 -0.558
C: 2.089 0.443 -1.336
C: 3.300 -0.027 -0.859
C: 3.747 0.337 0.399
C: 2.953 1.175 1.159
F: 3.375 1.541 2.389
C: 1.737 1.650 0.706
H: 2.029 -2.788 -0.198
H: 0.736 -2.538 -1.389
H: 1.041 -4.176 -0.735
H: -1.528 -3.251 1.505
H: -1.079 -4.430 0.235
H: -1.636 -2.756 -1.528
H: -3.027 -3.018 -0.430
H: -2.360 -0.129 2.003
H: -3.271 1.374 2.235
H: -3.613 0.308 0.861
H: -2.115 3.141 1.799
H: 0.272 3.800 -1.360
H: -0.115 1.552 -2.138
H: 1.740 0.145 -2.312
H: 3.903 -0.679 -1.472
H: 4.688 -0.014 0.792
H: 1.153 2.301 1.338

***

# 5
# C2H3I3O2

2 unconnected molecules or ions with the total composition C2H3I3O2 in a non-equilibrium geometry (ωB97M-V/def2-TZVPD, OMol25).

Values from the calculation:
SMILES: O=C(I)[C@@H](O)I.I
ΔE to the lowest compared entry with this formula, charge and spin: 0.336 eV

CARTESIAN COORDINATES (ANGSTROEM)
O: -0.096 -1.434 0.145
C: -0.323 -0.404 -0.319
I: -2.308 0.550 -0.005
C: 0.667 0.540 -1.002
O: 0.210 1.615 -1.661
I: 2.313 0.875 0.440
H: 1.301 0.003 -1.668
H: -0.357 2.092 -0.988
I: -0.668 -3.655 2.611
H: -1.969 -3.962 1.863

***

# 6
# C3H3NO2S

A single C3H3NO2S molecule in a non-equilibrium geometry (ωB97M-V/def2-TZVPD, OMol25).

Values from the calculation:
SMILES: N#CCC=S(=O)=O
ΔE to the lowest compared entry with this formula, charge and spin: 4.381 eV

CARTESIAN COORDINATES (ANGSTROEM)
N: -1.639 0.560 2.155
C: -0.623 0.522 1.620
C: 0.599 0.517 0.800
C: 0.452 -0.621 -0.275
S: -0.450 -0.483 -1.633
O: -0.653 -1.603 -2.455
O: -0.376 0.795 -2.277
H: 1.383 0.424 1.566
H: 0.783 1.373 0.247
H: 0.524 -1.483 0.252

***

# 7
# C4H9FO3

2 unconnected molecules or ions with the total composition C4H9FO3 in a non-equilibrium geometry (ωB97M-V/def2-TZVPD, OMol25).

Values from the calculation:
Calculated total energy: -483.27956 hartree

CARTESIAN COORDINATES (ANGSTROEM)
C: -0.771 -0.901 -1.348
C: -1.144 -0.339 0.012
C: 0.088 -0.193 0.890
C: 2.067 0.012 -0.304
O: 2.401 -1.250 -0.597
O: 1.749 0.824 -1.399
O: 2.828 0.642 0.591
F: 0.223 -1.320 1.667
H: -0.232 -0.097 -2.030
H: -0.130 -1.702 -0.922
H: -1.647 -1.241 -1.814
H: -1.813 0.541 -0.145
H: -1.729 -1.125 0.524
H: 0.098 0.641 1.600
H: 1.721 -1.608 -1.178
H: 1.191 1.588 -0.993
H: 3.696 0.172 0.539

***

# 8
# C3H8NO

A gas-phase ion, C3H8NO (charge +1) in a non-equilibrium geometry (ωB97M-V/def2-TZVPD, OMol25).

Values from the calculation:
Charge: +1
SMILES: C[C@H]1[NH2+][C@@H]1O
ΔE to the lowest compared entry with this formula, charge and spin: 1.893 eV

CARTESIAN COORDINATES (ANGSTROEM)
C: -1.339 0.202 -0.480
C: 0.071 0.571 -0.330
N: 0.691 0.529 0.988
C: 1.075 -0.516 0.029
O: 2.420 -0.555 -0.247
H: -1.851 0.411 0.400
H: -1.424 -0.930 -0.628
H: -1.884 0.707 -1.281
H: 0.391 1.476 -0.874
H: 1.154 1.414 1.148
H: 0.049 0.287 1.767
H: 0.473 -1.688 0.180
H: 2.457 -1.157 -1.043